Entry P
Computed, not measured: a single C2H3NO2 molecule, with ωB97M-V/def2-TZVPD.

Each line ends with the Löwdin charge.
Cartesian coordinates (Å):
H  -2.138  0.044  0.893  0.013
H  -0.146  -0.912  -0.181  0.140
N  1.971  0.153  -0.121  -0.057
H  -0.919  0.384  -1.179  0.134
O  1.851  -1.024  0.080  0.001
C  -1.085  0.319  1.027  0.190
O  0.871  0.852  -0.290  -0.097
C  -0.405  0.184  -0.229  -0.324

HOMO (alpha / beta), eV: -9.524 / -9.525
HOMO-LUMO gap (alpha / beta), hartree: 0.3178 / 0.3178
Multiplicity: 1


Entry Q
Computed, not measured: 2 unconnected molecules or ions with the total composition C2H3NO2, with ωB97M-V/def2-TZVPD.

Each line ends with the Löwdin charge.
Cartesian coordinates (Å):
C  -0.754  0.606  0.955  -0.041
O  0.429  -1.337  0.820  -0.076
H  -1.164  1.470  0.478  0.063
O  0.619  -0.205  -2.278  -0.036
C  1.131  0.822  -2.277  0.008
H  0.827  -1.857  0.098  0.081
N  -0.140  -0.162  0.189  -0.077
H  -0.949  0.663  2.015  0.079

HOMO, eV: -10.467
HOMO-LUMO gap, hartree: 0.4220
Multiplicity: 1


Entry R
Computed, not measured: a molecular structure, C2H3NO2, with ωB97M-V/def2-TZVPD.

Each line ends with the Löwdin charge.
Cartesian coordinates (Å):
H  0.016  -0.018  -1.475  0.061
C  -0.161  0.000  -0.462  -0.041
O  1.220  -1.883  -0.101  0.087
N  -2.007  -0.277  -0.609  0.064
H  0.488  -0.829  1.297  0.074
H  -0.027  0.948  -0.065  0.070
C  0.532  -1.012  0.319  -0.329
O  -2.484  -0.737  0.352  0.012

HOMO, eV: -9.215
HOMO-LUMO gap, hartree: 0.3176
Multiplicity: 1


Most stable one: entry Q, least stable one: entry P.


Entry P
Computed, not measured: 2 unconnected molecules or ions with the total composition C2H3NO2, with ωB97M-V/def2-TZVPD.

Each line ends with the Löwdin charge.
Cartesian coordinates (Å):
N  0.223  -0.540  0.621  0.055
O  2.475  0.869  -0.301  0.065
O  -1.274  0.394  -0.794  0.001
H  -1.872  -0.858  0.657  0.128
C  -0.977  -0.395  0.237  -0.344
H  -0.401  0.757  -1.084  0.014
H  0.392  -1.138  1.418  0.068
C  1.434  0.912  -0.753  0.014

HOMO, eV: -10.165
HOMO-LUMO gap, hartree: 0.4103
Multiplicity: 1


Entry Q
Computed, not measured: 2 unconnected molecules or ions with the total composition C2H3NO2, with ωB97M-V/def2-TZVPD.

Each line ends with the Löwdin charge.
Cartesian coordinates (Å):
N  -1.006  -1.579  0.293  0.082
H  -0.253  2.961  -0.162  0.146
O  0.803  0.740  -0.265  0.017
H  0.671  -2.779  -0.032  0.033
O  -0.844  2.231  0.095  0.154
C  0.196  -1.872  0.112  -0.176
C  -0.322  1.093  0.045  -0.317
H  0.755  -0.795  -0.086  0.061

HOMO (alpha / beta), eV: -8.724 / -9.417
HOMO-LUMO gap (alpha / beta), hartree: 0.2843 / 0.3524
Multiplicity: 1


Most stable one: entry P, least stable one: entry Q.